No. 1
The following is a DFT calculation (wB97M-V/def2-TZVPD) of a molecular structure, C30H44Cl2CoNP at a distorted geometry.

The geometry in XYZ format:
```
79
Properties=species:S:1:pos:R:3:forces:R:3
P 0.113 -0.664 -0.485 -0.03 0.63 -2.08
C 1.648 -0.061 -1.475 -0.27 -0.56 0.28
C 1.848 -0.489 -2.941 -0.07 0.32 -0.36
C 3.207 -0.045 -3.499 0.07 -0.12 0.36
C 3.535 1.431 -3.211 0.08 -0.07 -0.08
C 3.147 1.940 -1.816 0.02 -0.13 0.19
C 1.777 1.454 -1.339 0.13 0.12 -0.12
C -1.300 0.211 -1.363 0.18 -0.35 -0.02
C -1.100 0.375 -2.864 -0.46 0.08 -0.38
C -2.369 0.861 -3.569 0.05 -0.06 0.27
C -2.910 2.145 -2.923 0.09 0.05 -0.15
C -2.874 2.182 -1.384 -0.13 -0.24 0.11
C -1.624 1.569 -0.741 0.03 0.03 -0.05
C -0.083 -2.352 -1.304 0.05 0.56 -0.08
C 1.122 -3.234 -0.965 -0.18 -0.23 0.32
C 1.037 -4.575 -1.701 -0.07 -0.05 0.13
C -0.315 -5.293 -1.546 0.01 -0.16 -0.31
C -1.539 -4.384 -1.728 0.18 0.00 0.00
C -1.416 -3.041 -1.019 0.15 -0.34 0.70
H 2.458 -0.517 -0.877 -0.11 0.22 -0.16
H 1.079 -0.035 -3.584 0.41 -0.28 0.29
H 1.769 -1.576 -3.067 -0.04 0.17 0.05
H 3.215 -0.221 -4.584 0.05 0.08 0.13
H 3.987 -0.699 -3.091 0.01 0.14 0.13
H 4.615 1.569 -3.342 -0.13 0.14 -0.14
H 3.037 2.050 -3.963 -0.05 0.03 -0.03
H 3.894 1.623 -1.081 0.00 -0.12 -0.02
H 3.166 3.036 -1.801 0.06 -0.09 -0.08
H 1.645 1.737 -0.288 -0.02 -0.02 -0.18
H 0.990 1.953 -1.925 0.27 -0.09 0.19
H -2.146 -0.468 -1.166 0.07 0.30 -0.10
H -3.120 0.061 -3.545 0.01 0.09 0.13
H -0.784 -0.558 -3.356 -0.06 0.30 0.25
H -0.317 1.132 -3.021 -0.27 -0.27 -0.08
H -2.136 1.028 -4.630 -0.17 0.08 0.14
H -3.945 2.283 -3.250 0.06 0.21 -0.02
H -2.332 2.990 -3.316 -0.02 -0.03 0.05
H -2.981 3.216 -1.040 -0.05 -0.03 -0.06
H -3.748 1.646 -0.999 0.03 -0.07 -0.01
H -1.779 1.456 0.342 0.02 0.11 -0.24
H -0.767 2.243 -0.873 -0.17 -0.06 0.05
H -0.070 -2.153 -2.380 0.12 -0.01 -0.07
H 2.079 -2.747 -1.221 -0.41 -0.08 0.14
H 1.134 -3.389 0.129 0.04 -0.02 -0.30
H 1.241 -4.405 -2.767 -0.07 0.01 0.06
H 1.830 -5.233 -1.329 0.01 -0.01 -0.13
H -0.363 -5.816 -0.584 0.02 0.30 0.07
H -0.371 -6.092 -2.300 0.05 0.05 0.14
H -2.423 -4.898 -1.337 -0.01 -0.01 -0.15
H -1.721 -4.200 -2.794 0.11 -0.10 -0.04
H -2.277 -2.421 -1.309 0.33 -0.07 0.18
H -1.477 -3.188 0.069 -0.16 -0.04 -0.34
Co -0.124 -0.044 2.040 -0.07 0.42 0.41
Cl -1.917 -1.240 1.543 -1.72 -0.67 0.28
Cl 2.053 -0.400 1.749 1.90 -0.04 0.54
C -0.699 1.499 3.265 0.59 0.12 0.53
H -1.019 1.210 4.297 -0.22 0.30 -0.71
C -0.540 2.890 3.118 -0.07 0.01 0.43
C -1.081 3.827 4.091 0.27 0.09 -0.82
C -1.196 5.167 3.760 0.24 -0.17 -0.22
C -0.694 5.642 2.532 0.05 0.34 -0.32
C 0.003 4.788 1.662 0.15 -0.86 0.28
C 0.125 3.423 1.960 -0.46 0.86 0.17
H -1.426 3.452 5.060 -0.02 0.04 -0.43
H -1.676 5.876 4.433 0.10 -0.16 -0.02
H 0.463 5.160 0.742 -0.18 0.06 0.32
H 0.714 2.741 1.327 -0.51 0.35 0.28
H -0.825 6.697 2.249 0.07 -0.50 0.24
C 0.347 -2.105 6.577 0.00 0.30 -0.37
C 1.236 -1.136 6.110 -0.22 -0.06 -0.24
C 1.072 -0.625 4.821 -0.52 -0.35 0.22
N 0.065 -1.027 4.008 0.36 -0.80 0.88
C -0.782 -1.978 4.452 0.54 0.25 0.44
C -0.673 -2.530 5.734 0.01 0.03 0.01
H 0.444 -2.499 7.582 -0.01 -0.04 -0.05
H 2.044 -0.766 6.737 -0.12 -0.08 -0.13
H 1.770 0.138 4.456 -0.53 -0.36 -0.18
H -1.576 -2.317 3.780 0.39 0.39 0.06
H -1.394 -3.278 6.071 0.22 0.21 -0.18
```
Forces are in eV/Å.

Properties
- energy (eV) = -105277.6500
- charge = -1
- multiplicity = 5

***

No. 2
The following is a DFT calculation (wB97M-V/def2-TZVPD) of 3 unconnected molecules or ions with the total composition C30H44ClFINOS2 at a distorted geometry.

The geometry in XYZ format:
```
81
Properties=species:S:1:pos:R:3:forces:R:3
C 4.898 1.792 0.512 -1.12 0.24 0.68
C 3.341 1.187 0.549 1.30 -0.66 -1.16
Cl 2.650 1.748 2.203 0.59 -0.69 -1.60
C 2.446 1.695 -0.738 -0.56 -0.08 0.41
C 0.941 2.139 -0.243 -3.13 1.79 0.51
C -0.181 1.051 0.353 -1.29 4.20 0.29
S 0.382 -0.758 0.427 -0.69 1.31 0.08
C -1.688 1.561 0.850 2.83 1.84 -1.38
C -2.168 3.161 0.750 4.64 -2.13 -0.82
C -1.065 4.199 0.137 0.27 -3.16 0.66
C 0.472 3.740 -0.338 -3.05 -3.49 1.68
I 1.816 5.347 -1.073 -1.30 -1.68 0.71
S -1.503 6.015 -0.054 -1.19 -1.70 1.30
C -3.047 6.215 0.993 -2.81 0.15 2.10
C -3.487 7.781 1.375 -2.39 -3.13 1.45
C -4.832 8.046 2.284 1.95 -4.22 -1.65
C -5.699 6.741 2.783 2.63 -0.24 -1.75
C -5.226 5.183 2.418 1.02 3.10 -0.62
F -6.107 4.101 2.924 2.89 3.16 -1.73
C -3.863 4.890 1.493 -2.04 3.40 1.49
N -3.574 3.447 1.194 1.94 2.09 -2.44
C -4.470 2.908 0.100 -2.61 -1.95 1.07
C -5.536 1.721 0.897 0.72 -3.40 0.08
C -5.067 0.069 0.640 0.41 3.35 3.67
O -4.881 0.894 2.051 -1.04 2.08 -4.85
H 4.805 2.981 0.538 0.30 -2.63 -0.25
H 5.512 1.412 -0.418 -1.32 0.77 1.87
H 5.380 1.466 1.529 -0.70 0.56 -2.16
H 3.356 0.000 0.483 -0.07 2.67 0.70
H 3.062 2.549 -1.256 -1.67 -1.33 1.08
H 2.350 0.827 -1.550 0.17 1.74 1.96
H 0.001 -1.361 1.634 0.03 1.34 -0.85
H -2.397 0.707 1.268 1.49 2.29 -0.85
H -2.825 8.669 0.958 -1.55 -2.15 1.01
H -5.115 9.169 2.530 0.47 -2.83 -0.47
H -6.687 6.967 3.410 2.47 -0.91 -1.53
H -3.894 2.299 -0.719 -1.04 1.52 1.65
H -5.178 3.745 -0.309 1.47 -1.67 0.59
H -6.763 1.978 0.935 3.75 -0.78 0.27
H -4.056 -0.028 0.027 -2.28 -0.10 1.52
H -5.574 -0.778 1.268 0.52 1.22 -2.70
C -1.930 -6.803 0.636 -0.13 -0.19 -0.05
C -2.589 -5.482 0.270 0.15 0.10 -0.09
C -1.958 -4.276 0.970 -0.11 0.13 -0.02
C -2.055 -4.281 2.500 0.04 -0.16 0.01
C -3.476 -4.366 3.065 0.16 0.04 0.09
C -4.345 -3.178 2.685 -0.24 0.01 0.05
H -2.034 -7.025 1.702 0.05 -0.01 -0.07
H -2.396 -7.623 0.080 0.12 0.04 0.11
H -0.864 -6.789 0.387 -0.06 -0.01 0.07
H -3.661 -5.534 0.486 0.03 0.05 0.01
H -2.501 -5.339 -0.814 -0.06 0.03 0.12
H -2.419 -3.362 0.578 0.06 -0.04 0.04
H -0.897 -4.220 0.692 -0.08 -0.02 -0.01
H -1.578 -3.368 2.879 -0.05 -0.05 0.01
H -1.468 -5.115 2.900 -0.01 0.06 -0.04
H -3.411 -4.414 4.158 0.01 -0.05 -0.12
H -3.961 -5.295 2.747 0.07 0.03 0.00
H -3.899 -2.241 3.033 -0.05 -0.04 -0.07
H -5.334 -3.273 3.148 0.11 0.10 -0.09
H -4.490 -3.112 1.603 0.02 0.02 0.05
C 5.914 -2.045 -0.936 0.16 -0.17 0.08
C 6.631 -1.147 -1.933 -0.09 0.18 0.04
C 5.681 -0.447 -2.908 0.12 0.04 -0.14
C 4.877 -1.378 -3.822 -0.08 -0.08 0.09
C 5.711 -2.322 -4.692 -0.18 0.04 -0.01
C 6.610 -1.593 -5.678 0.18 -0.12 -0.12
H 5.389 -2.864 -1.435 0.00 0.06 0.07
H 6.637 -2.488 -0.243 -0.17 0.02 -0.03
H 5.189 -1.474 -0.348 0.00 -0.06 -0.03
H 7.382 -1.728 -2.478 -0.03 0.06 -0.02
H 7.182 -0.380 -1.375 0.01 -0.07 -0.10
H 6.261 0.254 -3.520 -0.07 -0.04 0.03
H 4.975 0.169 -2.336 0.03 -0.04 -0.02
H 4.245 -0.761 -4.473 0.06 -0.06 0.04
H 4.187 -1.977 -3.216 0.03 0.06 -0.02
H 5.027 -2.967 -5.257 0.06 0.03 0.11
H 6.313 -2.989 -4.067 -0.05 0.05 0.01
H 6.021 -0.952 -6.342 0.08 -0.02 0.07
H 7.151 -2.315 -6.299 -0.04 0.17 0.04
H 7.351 -0.973 -5.167 -0.06 -0.02 -0.07
```
Forces are in eV/Å.

Properties
- energy (eV) = -80349.8055
- structure (SMILES) = C[C@@H](Cl)Cc1c(S)cc2c(c1I)Sc1cccc(F)c1N2C[C@H]1CO1.CCCCCC.CCCCCC

***

No. 3
The following is a DFT calculation (wB97M-V/def2-TZVPD) of 7 unconnected molecules or ions with the total composition C30H44F18O15 at a distorted geometry.

The geometry in XYZ format:
```
107
Properties=species:S:1:pos:R:3:forces:R:3
C -2.136 -20.371 -21.416 0.33 0.13 0.49
C -2.909 -19.114 -21.780 0.12 -0.20 0.06
O -3.628 -18.605 -20.645 -1.57 0.31 0.46
C -3.054 -17.981 -19.637 0.48 0.52 -1.12
O -1.892 -17.987 -19.381 0.59 -0.12 0.45
C -4.036 -16.982 -18.974 0.52 -1.13 0.99
F -4.380 -16.078 -19.881 -0.46 0.14 0.17
F -5.103 -17.632 -18.469 -0.23 0.38 -0.57
F -3.450 -16.383 -17.934 -0.04 0.18 -0.42
H -2.656 -20.878 -20.599 -0.40 -0.17 -0.35
H -1.161 -20.194 -20.961 0.12 0.29 -0.44
H -2.055 -21.035 -22.275 0.04 -0.03 0.04
H -3.694 -19.355 -22.493 -0.05 -0.07 0.07
H -2.362 -18.265 -22.197 0.47 -0.30 0.11
C -9.465 -22.960 -26.993 0.34 -0.87 0.17
C -9.287 -23.215 -25.491 1.25 -0.14 -0.53
O -10.382 -22.698 -24.747 -0.84 -0.05 0.44
C -10.349 -21.438 -24.356 0.33 -0.35 -0.15
O -9.428 -20.692 -24.452 0.66 0.65 -0.22
C -11.641 -21.004 -23.658 0.54 -1.14 0.60
F -12.705 -21.477 -24.276 -0.68 0.23 -0.43
F -11.635 -21.527 -22.420 0.01 -0.20 0.40
F -11.685 -19.705 -23.522 -0.32 0.83 -0.31
H -9.778 -23.878 -27.492 -0.36 0.14 -0.01
H -8.496 -22.732 -27.433 -0.09 0.35 0.00
H -10.182 -22.169 -27.193 0.08 0.09 -0.02
H -8.318 -22.830 -25.161 -0.38 0.52 0.28
H -9.202 -24.271 -25.238 -0.54 -0.05 -0.13
C -8.107 -19.271 -19.226 -0.22 -0.22 -0.23
C -9.337 -20.058 -19.628 0.33 0.02 0.94
O -8.995 -21.425 -19.928 0.07 -0.38 -0.56
C -9.038 -22.321 -18.950 -0.53 0.16 -0.94
O -9.242 -22.122 -17.800 0.04 0.15 0.89
C -8.912 -23.748 -19.552 0.27 1.28 0.32
F -9.684 -23.856 -20.623 -0.28 -0.41 -0.23
F -7.646 -23.954 -19.928 0.37 -0.36 -0.10
F -9.249 -24.632 -18.639 -0.12 -0.54 0.02
H -8.393 -18.234 -19.408 0.56 0.14 0.24
H -7.282 -19.580 -19.869 0.03 0.36 -0.13
H -7.791 -19.440 -18.199 -0.18 0.10 0.06
H -9.752 -19.598 -20.521 -0.18 -0.52 -0.14
H -10.062 -20.092 -18.813 -0.14 0.20 -0.20
C -6.650 -17.226 -24.551 0.68 -0.21 1.05
C -5.896 -16.217 -25.405 -0.43 -1.62 -1.16
O -6.020 -14.944 -24.782 0.17 0.92 0.09
C -5.770 -13.872 -25.532 -0.29 0.22 -0.24
O -5.405 -13.853 -26.667 0.27 -0.39 -0.30
C -6.116 -12.508 -24.859 -0.61 -1.10 0.43
F -5.809 -12.537 -23.552 0.08 0.42 -0.33
F -5.499 -11.524 -25.483 0.18 0.09 0.32
F -7.449 -12.297 -24.964 0.37 -0.05 0.07
H -5.966 -17.517 -23.747 -0.24 0.12 0.27
H -6.910 -18.192 -24.983 0.06 0.31 -0.68
H -7.544 -16.811 -24.091 -0.03 0.15 -0.18
H -6.247 -16.229 -26.440 -0.46 0.62 0.15
H -4.864 -16.543 -25.548 0.25 0.45 0.54
C -5.258 -26.689 -27.286 0.24 0.44 -1.50
C -4.219 -25.849 -28.054 -0.68 -1.08 0.86
O -4.643 -24.483 -28.127 -0.13 0.77 -0.17
C -5.588 -24.225 -29.018 0.29 0.21 -0.35
O -6.098 -25.003 -29.758 -0.36 -0.68 -0.26
C -5.925 -22.727 -29.181 0.13 1.02 0.13
F -6.263 -22.121 -28.024 0.08 -0.40 -0.12
F -4.868 -22.060 -29.673 0.12 -0.27 0.12
F -6.923 -22.553 -30.044 0.05 -0.31 0.32
H -5.637 -26.092 -26.462 0.12 -0.55 0.45
H -4.787 -27.652 -27.093 -0.17 0.11 0.73
H -6.075 -26.896 -27.978 -0.16 0.06 0.20
H -4.113 -26.306 -29.037 0.34 0.44 -0.12
H -3.293 -25.840 -27.484 0.15 0.22 -0.30
C -2.835 -24.875 -19.068 0.02 -0.40 -0.36
C -1.770 -25.256 -20.094 -0.34 -0.01 -0.28
O -1.723 -26.688 -20.231 1.64 -1.26 0.86
C -2.542 -27.434 -20.930 -1.61 2.89 0.28
O -3.433 -26.943 -21.583 0.23 -1.27 -0.34
C -2.357 -28.906 -20.581 1.00 -0.66 -0.87
F -1.046 -29.226 -20.619 -0.25 0.12 0.22
F -2.818 -29.160 -19.364 -0.17 0.00 0.07
F -2.959 -29.690 -21.472 -0.32 0.13 0.21
H -2.869 -25.588 -18.243 0.34 -0.05 -0.01
H -3.812 -24.942 -19.545 -0.07 0.37 0.05
H -2.644 -23.896 -18.634 -0.14 0.14 -0.22
H -0.756 -24.991 -19.808 -0.04 -0.07 0.27
H -1.931 -24.833 -21.086 -0.35 0.15 0.08
C -5.117 -21.029 -25.121 -1.28 -1.30 0.19
O -5.250 -20.465 -23.836 0.85 1.31 -0.23
C -6.278 -20.872 -22.966 -0.74 -0.57 -1.05
C -6.018 -22.265 -22.424 0.86 0.67 0.71
O -6.300 -23.260 -23.382 -0.41 0.75 0.04
C -5.782 -24.546 -23.157 -0.86 -0.31 -1.12
C -4.530 -24.806 -23.960 0.04 -1.14 1.43
O -3.468 -24.004 -23.482 -0.03 0.22 -0.69
C -2.228 -24.445 -23.991 0.39 -0.92 1.13
H -4.614 -21.995 -25.022 0.36 0.14 -0.35
H -4.657 -20.370 -25.854 0.38 0.25 0.47
H -6.105 -21.274 -25.533 -0.08 0.10 0.06
H -7.252 -20.864 -23.474 0.06 0.07 -0.10
H -6.311 -20.086 -22.211 0.06 -0.36 0.37
H -6.575 -22.432 -21.499 -0.10 -0.06 0.01
H -4.946 -22.219 -22.197 0.04 -0.52 0.19
H -6.560 -25.194 -23.584 0.19 -0.22 -0.01
H -5.728 -24.878 -22.116 0.41 0.56 0.15
H -4.689 -24.768 -25.040 0.05 0.67 -0.05
H -4.327 -25.864 -23.733 0.31 -0.05 -0.14
H -2.310 -24.886 -24.985 0.12 0.60 -0.32
H -1.843 -25.270 -23.367 -0.27 -0.16 -0.02
H -1.464 -23.683 -23.846 -0.27 0.36 -0.63
```
Forces are in eV/Å.

Properties
- energy (eV) = -111450.1014
- structure (SMILES) = CCOC(=O)C(F)(F)F.CCOC(=O)C(F)(F)F.CCOC(=O)C(F)(F)F.CCOC(=O)C(F)(F)F.CCOC(=O)C(F)(F)F.CCOC(=O)C(F)(F)F.COCCOCCOC

***

No. 4
The following is a DFT calculation (wB97M-V/def2-TZVPD) of a molecular structure, C30H44F5N9OPSe2Ti.

The geometry in XYZ format:
```
93
Properties=species:S:1:pos:R:3:forces:R:3
Ti -0.002 -0.149 -0.260 -0.40 0.36 0.43
C -0.323 4.380 1.710 -0.08 -0.02 0.02
Se 0.824 3.102 0.805 0.11 0.01 -0.10
C 1.634 2.343 2.401 -0.02 0.02 0.03
C 0.689 1.498 3.241 0.07 0.02 0.08
Se -0.761 0.628 2.254 -0.07 -0.05 -0.16
C -0.997 -0.810 3.537 -0.01 0.00 0.01
H -0.768 5.017 0.949 -0.02 0.01 -0.01
H 0.298 4.989 2.362 -0.04 0.02 0.01
H -1.108 3.880 2.274 0.00 0.00 0.01
H 2.029 3.171 2.990 -0.01 -0.01 0.00
H 2.476 1.762 2.040 0.00 -0.01 0.03
H 0.162 2.106 3.976 0.05 0.01 0.02
H 1.232 0.719 3.776 0.01 0.00 -0.02
H -0.125 -1.456 3.537 0.00 0.00 0.00
H -1.892 -1.353 3.256 0.01 0.02 0.00
H -1.131 -0.333 4.505 0.00 -0.04 0.02
N -1.073 -3.204 -1.582 0.05 0.02 0.07
C -1.814 -2.607 -0.606 0.21 -0.13 -0.24
N -3.022 -2.974 -0.259 -0.17 0.19 0.22
N -3.393 -2.065 0.676 -0.01 -0.21 -0.14
N -2.478 -1.210 0.885 0.14 0.07 -0.14
N -1.398 -1.524 0.078 -0.47 -0.21 0.29
C 0.098 -2.661 -2.028 -0.30 -0.16 0.14
N 0.812 -3.134 -3.012 0.28 0.18 -0.09
N 1.868 -2.277 -3.095 -0.12 -0.21 -0.02
N 1.810 -1.364 -2.221 -0.21 0.07 0.04
N 0.643 -1.558 -1.480 0.33 -0.11 -0.41
H -1.422 -4.043 -2.018 0.00 0.01 -0.01
F 1.549 -1.755 1.848 -0.06 0.13 -0.11
C 2.430 -0.921 1.250 0.25 -0.02 0.09
C 1.986 -0.028 0.293 0.04 -0.10 0.00
C 2.948 0.732 -0.344 0.19 0.06 -0.05
F 2.606 1.565 -1.345 -0.15 -0.06 0.08
C 4.287 0.668 -0.007 0.02 0.00 0.00
F 5.192 1.418 -0.623 -0.04 -0.01 0.00
C 4.687 -0.213 0.989 0.09 -0.02 0.05
F 5.964 -0.291 1.324 -0.08 0.00 -0.02
C 3.756 -1.027 1.622 0.03 0.04 -0.03
F 4.151 -1.889 2.551 -0.03 0.02 -0.01
O -0.991 0.955 -1.323 0.07 0.37 -0.30
P -1.613 1.860 -2.471 0.22 -0.33 0.23
C -0.144 2.612 -3.215 0.12 0.11 0.02
C 0.756 1.600 -3.948 0.01 0.02 0.00
C 0.406 1.421 -5.422 -0.04 -0.07 0.00
C 0.310 2.757 -6.151 0.07 0.05 0.01
C -0.687 3.693 -5.474 -0.08 -0.02 0.01
C -0.315 3.916 -4.014 0.08 -0.03 0.03
C -2.474 0.672 -3.514 -0.11 -0.14 -0.13
C -3.121 1.202 -4.824 0.00 -0.08 0.03
C -4.290 0.310 -5.257 -0.02 0.03 -0.02
C -3.937 -1.158 -5.054 0.02 0.00 -0.01
C -3.753 -1.477 -3.559 -0.01 -0.03 0.05
C -3.462 -0.217 -2.736 0.00 0.03 -0.12
C -2.515 3.194 -1.637 -0.08 0.07 0.03
C -3.562 3.917 -2.511 0.00 0.02 0.09
C -4.927 3.231 -2.502 0.02 -0.03 -0.06
C -5.447 3.022 -1.085 0.00 0.08 0.01
C -4.460 2.208 -0.258 0.02 -0.09 0.02
C -3.085 2.859 -0.246 0.07 0.06 0.03
H 0.358 2.876 -2.271 0.03 0.01 -0.05
H 0.775 0.635 -3.436 -0.01 0.01 0.02
H 1.778 1.980 -3.866 -0.01 0.01 -0.03
H -0.540 0.880 -5.525 0.16 0.01 0.01
H 1.163 0.785 -5.883 0.02 0.01 -0.01
H 0.040 2.601 -7.196 -0.03 -0.01 -0.01
H 1.296 3.234 -6.153 0.00 0.00 -0.01
H -1.696 3.276 -5.548 0.06 0.05 0.00
H -0.717 4.656 -5.986 0.03 0.01 -0.01
H -1.012 4.596 -3.522 -0.04 0.00 0.00
H 0.659 4.414 -3.976 0.00 0.00 -0.02
H -1.619 0.032 -3.787 -0.03 -0.03 0.00
H -2.370 1.194 -5.614 -0.11 0.02 0.04
H -3.451 2.235 -4.730 -0.07 0.04 0.05
H -4.514 0.516 -6.304 0.00 0.00 0.00
H -5.194 0.560 -4.696 0.00 -0.01 0.01
H -3.015 -1.373 -5.603 0.01 0.00 0.01
H -4.701 -1.802 -5.486 -0.01 0.00 0.00
H -2.937 -2.190 -3.425 0.02 0.00 -0.02
H -4.644 -1.955 -3.151 -0.01 0.01 0.00
H -3.081 -0.488 -1.754 0.06 -0.02 0.07
H -4.384 0.336 -2.567 0.01 -0.04 -0.01
H -1.672 3.880 -1.476 -0.04 0.04 0.00
H -3.203 4.065 -3.532 0.01 -0.03 -0.02
H -3.674 4.920 -2.089 0.00 0.00 0.00
H -4.865 2.260 -2.999 0.01 0.02 -0.05
H -5.627 3.827 -3.089 0.00 0.02 0.02
H -6.422 2.534 -1.108 0.00 -0.02 -0.01
H -5.598 3.998 -0.610 0.00 -0.01 0.00
H -4.391 1.186 -0.642 0.00 0.04 0.01
H -4.810 2.113 0.772 0.00 0.00 0.00
H -2.374 2.264 0.328 0.01 -0.02 -0.01
H -3.167 3.821 0.271 -0.01 0.02 0.02
```
Forces are in eV/Å.

Properties
- energy (eV) = -223962.0179
- charge = +1